No. 1
ORCA calculation (ωB97M-V/def2-TZVPD) on a structure of composition C9H22LaN2O2S4.

XYZ file:
```
40
Properties=species:S:1:pos:R:3:forces:R:3
La 0.558610 -0.995107 1.693408 -0.36 -0.72 0.42
S 0.425020 -1.032433 4.462063 0.05 -0.08 -0.02
S 0.250458 -3.134328 4.257366 0.32 0.64 -0.19
S -1.319140 -3.476655 2.996156 0.16 0.31 -0.62
S -0.508822 -3.427180 1.029459 -0.17 -0.10 0.08
C -2.250520 3.213872 -1.342095 0.15 -0.01 0.13
N -1.758811 2.412462 -0.216655 -0.29 0.03 -0.33
C -1.119515 3.144929 0.862810 0.03 0.06 0.04
C -1.628116 1.082185 -0.324015 0.29 -0.26 0.33
O -0.692414 0.484165 0.312602 -0.07 0.04 0.12
N -2.469701 0.379532 -1.092207 -0.11 0.19 -0.07
C -2.131908 -0.987991 -1.472220 0.07 0.00 0.05
C -3.867688 0.787729 -1.260251 0.13 -0.16 0.07
H -1.535263 4.019150 -1.512050 -0.05 0.03 -0.03
H -3.231989 3.647490 -1.153438 0.00 0.01 0.06
H -2.293502 2.597581 -2.236074 0.00 0.07 0.00
H -1.734288 4.013888 1.091471 0.02 0.01 0.01
H -0.124458 3.492847 0.575916 0.02 -0.02 0.03
H -1.052644 2.536114 1.761776 0.00 -0.02 -0.08
H -1.056461 -1.070633 -1.619884 -0.05 -0.02 0.00
H -2.623613 -1.218451 -2.414957 -0.05 0.01 0.01
H -2.434737 -1.710235 -0.711683 -0.02 0.01 -0.03
H -4.101847 1.574546 -0.549235 -0.06 -0.01 -0.02
H -4.491234 -0.076795 -1.033512 -0.04 0.03 -0.04
H -4.084609 1.132072 -2.270452 0.01 -0.04 -0.03
C 2.626254 1.212223 -0.054390 -0.07 0.47 -0.01
C 2.913651 -0.102704 -0.724826 0.13 -0.33 -0.05
O 2.636202 -1.168761 0.209786 -0.15 0.01 -0.04
C 3.103261 -2.486829 -0.219754 -0.11 0.38 -0.12
C 3.375069 -3.300333 1.011260 0.09 -0.34 0.15
H 2.918706 2.040330 -0.702896 0.11 -0.10 -0.02
H 3.186165 1.321459 0.876501 0.02 -0.06 -0.02
H 1.560474 1.383536 0.125461 -0.02 -0.18 0.05
H 3.965494 -0.184362 -1.008134 -0.02 0.09 0.04
H 2.314486 -0.249739 -1.628994 -0.03 0.03 0.04
H 3.996467 -2.319478 -0.824126 0.07 -0.10 0.11
H 2.339603 -2.926800 -0.866282 -0.02 -0.05 0.07
H 4.134385 -2.827252 1.632966 -0.02 0.02 0.01
H 3.735335 -4.293411 0.738166 0.03 0.06 -0.08
H 2.471639 -3.486614 1.600963 -0.02 0.12 -0.02
```
Forces are in eV/Å.

The value obtained for the energy relative to the best compared isomer or geometry (same formula, charge and spin) is 0.0 kJ/mol. The spin multiplicity is 1. Its total charge is +1.

***

No. 2
ORCA calculation (ωB97M-V/def2-TZVPD) on a cluster of 2 separate species, C9H22N in total.

XYZ file:
```
32
Properties=species:S:1:pos:R:3:forces:R:3
C -1.650462 2.450138 4.311542 0.08 0.25 0.15
C -1.648605 2.292187 2.789583 -0.02 0.26 -0.16
C -1.394677 1.108802 5.001977 0.11 -0.01 0.26
C -2.671202 1.243852 2.346196 -0.13 0.02 -0.17
C -2.417276 0.060460 4.558597 -0.07 -0.22 0.20
C -2.415414 -0.097478 3.036638 -0.17 -0.23 -0.11
H -2.638340 2.834561 4.630550 0.38 -0.06 -0.10
H -0.886210 3.189497 4.619302 -0.40 -0.28 -0.11
H -0.640881 1.969603 2.464200 -0.23 0.15 0.06
H -1.863754 3.263914 2.304897 0.16 -0.42 0.18
H -1.428014 1.233162 6.101458 0.09 -0.08 -0.50
H -0.380387 0.755606 4.733817 -0.28 0.11 0.17
H -2.637830 1.119474 1.246711 -0.12 0.08 0.39
H -3.685508 1.597051 2.614316 0.35 -0.13 -0.19
H -3.425003 0.383008 4.884004 0.34 -0.19 -0.09
H -2.202086 -0.911265 5.043256 -0.17 0.43 -0.18
H -3.179647 -0.836864 2.728862 0.38 0.27 0.10
H -1.427521 -0.481874 2.717642 -0.27 0.03 0.08
C 1.419485 0.731681 -2.384820 0.05 0.83 -0.63
C 0.674635 -1.598048 -2.136779 -0.47 -0.81 -0.45
C 2.652882 -0.803055 -0.912657 0.92 -0.25 0.41
N 1.321258 -0.436386 -1.467496 -0.48 0.22 0.64
H 0.421879 1.018502 -2.757821 0.39 -0.29 0.28
H 2.056813 0.473821 -3.247326 -0.26 -0.05 0.46
H 1.863422 1.597797 -1.865805 -0.19 -0.52 -0.08
H 1.290302 -1.923686 -2.992068 -0.16 0.28 0.43
H 0.571445 -2.443195 -1.435579 0.14 0.51 -0.19
H -0.327324 -1.324844 -2.508345 0.51 0.06 0.24
H 3.326103 -1.105560 -1.732338 -0.44 0.17 0.25
H 3.104021 0.054092 -0.385045 -0.37 -0.30 -0.30
H 2.561258 -1.643575 -0.204310 -0.15 0.39 -0.37
H 0.713100 -0.156661 -0.666353 0.50 -0.23 -0.66
```
Forces are in eV/Å.

The value obtained for the energy relative to the best compared isomer or geometry (same formula, charge and spin) is 12.0 kJ/mol. The spin multiplicity is 1. Its total charge is +1.

***

No. 3
ORCA calculation (ωB97M-V/def2-TZVPD) on a cluster of 2 separate species, C9H22N3 in total.

XYZ file:
```
34
Properties=species:S:1:pos:R:3:forces:R:3
C -1.323707 0.374226 1.806561 -1.81 -1.09 1.22
C -1.171794 0.706791 0.583513 1.12 0.84 -2.99
C 2.720967 -2.323271 0.422685 -1.85 -1.31 -0.70
C 2.267297 0.269057 -1.530621 0.39 2.47 -1.32
C -3.651470 -0.026413 0.233668 0.17 2.14 0.03
C -1.859922 -0.421268 -1.432415 -3.16 -2.58 1.25
C 0.974206 1.754910 -0.059695 -3.01 0.16 -3.91
C 2.050079 -1.170257 1.295135 0.49 -3.49 -1.26
C 2.497078 0.189824 0.849843 0.62 0.00 -0.75
N -2.470651 1.767467 -1.000893 -0.32 1.20 1.22
N 1.826622 0.857330 -0.261348 2.42 -3.05 -0.67
N -2.392504 0.480315 -0.368057 1.07 0.32 -0.61
H -2.202309 -0.032117 2.229431 -1.14 -0.42 0.46
H -0.562404 0.352732 2.493772 2.06 0.47 1.38
H 2.315160 -2.408653 -0.635229 0.53 0.57 1.11
H 3.765305 -2.110192 0.378019 0.92 -0.45 -0.12
H 2.472049 -3.415998 0.745489 0.76 2.11 0.20
H 3.404730 0.349175 -1.559373 -1.44 0.00 -0.02
H 2.048567 -0.796695 -1.525856 -0.46 0.33 -0.56
H 1.854762 0.966233 -2.370551 0.59 -1.89 1.17
H -4.400671 -0.183246 -0.534241 0.01 -0.31 0.01
H -3.392589 -0.846805 0.845223 -0.08 -1.25 0.24
H -3.963668 0.777160 0.917151 -0.23 -0.31 -0.23
H -2.548727 -0.381148 -2.323665 0.52 -0.43 1.04
H -0.958720 -0.028876 -1.695732 2.59 0.79 -0.69
H -1.773365 -1.461737 -0.911673 -0.10 1.77 -1.43
H 0.458778 2.203178 -0.936286 0.61 -0.18 0.78
H 0.852259 2.192425 0.839221 -0.27 1.26 2.91
H 2.414370 -1.452318 2.318316 -0.78 0.94 -0.66
H 1.005702 -1.426446 1.104561 -0.29 0.88 0.89
H 2.312143 0.885401 1.588162 0.41 1.24 2.28
H 3.548908 0.154676 0.524026 -0.13 0.11 0.73
H -2.946305 2.372788 -0.334635 0.75 0.26 0.69
H -3.170160 1.831746 -1.694503 -0.96 -1.06 -1.68
```
Forces are in eV/Å.

The value obtained for the energy relative to the best compared isomer or geometry (same formula, charge and spin) is 446.1 kJ/mol. The spin multiplicity is 1. Its total charge is +1.

***

Record order is preserved below.
Kohn-Sham gap: 0.2815, 0.3398, 0.3292 hartree
Record order is preserved below.
Maximum force: 0.01760, 0.02032, 0.09602 hartree/bohr
Record order is preserved below.
E: -60963.59580, -11173.59011, -14147.92691 eV